# 1
Entry from OMol25: a cluster of 9 separate species, C59H83BClFINO30S2 in total at a distorted geometry (ωB97M-V/def2-TZVPD).

Atoms and positions in Å:
C: 5.880 3.028 6.460
C: 5.107 2.324 5.167
C: 5.934 2.722 3.785
C: 5.264 4.153 3.239
C: 3.899 3.836 2.345
C: 2.448 4.074 3.137
C: 1.067 3.734 2.305
C: 1.040 3.216 0.715
C: 2.518 2.994 -0.036
C: 2.435 2.446 -1.594
C: 2.894 3.560 -2.718
C: 2.225 5.049 -2.510
C: 3.286 5.990 -1.624
S: 4.230 7.228 -2.682
O: 5.543 6.512 -3.183
O: 3.481 7.693 -3.954
Cl: 4.807 8.827 -1.416
C: 3.956 3.274 0.770
C: 5.376 2.983 -0.022
C: 6.425 4.243 -0.022
O: 7.750 4.139 -0.267
N: -0.275 2.967 0.009
C: -1.199 2.053 0.781
C: -1.920 0.716 0.097
I: -1.424 0.393 -2.048
C: -2.956 -0.286 0.947
C: -3.609 -1.594 0.205
C: -5.247 -1.595 0.112
O: -5.735 -2.890 0.684
C: -3.268 0.062 2.552
C: -4.258 -0.957 3.423
F: -3.518 -1.468 4.638
C: -5.683 -0.275 3.860
C: -6.437 -1.383 4.854
C: -2.574 1.411 3.257
B: -2.818 1.843 4.842
O: -1.757 1.470 5.813
O: -3.977 2.602 5.353
C: -1.564 2.367 2.383
S: -0.668 3.899 3.091
H: 6.368 4.018 6.063
H: 5.067 3.339 7.251
H: 6.698 2.326 6.933
H: 5.128 1.155 5.395
H: 3.977 2.666 5.146
H: 5.809 1.930 2.920
H: 7.106 2.830 3.980
H: 4.987 4.745 4.237
H: 6.044 4.829 2.679
H: 2.444 4.473 4.259
H: 3.158 1.511 -1.755
H: 1.351 2.040 -1.886
H: 2.502 3.148 -3.767
H: 4.082 3.583 -2.825
H: 1.207 4.981 -1.926
H: 1.981 5.534 -3.561
H: 2.733 6.506 -0.727
H: 4.102 5.217 -1.227
H: 5.185 2.606 -1.138
H: 5.859 2.040 0.529
H: 6.052 5.345 0.245
H: -0.766 3.912 0.025
H: -3.309 -2.540 0.868
H: -3.200 -1.815 -0.869
H: -5.609 -1.615 -1.025
H: -5.771 -0.664 0.594
H: -5.216 -3.658 0.302
H: -4.536 -1.943 2.813
H: -6.367 -0.176 2.914
H: -5.589 0.705 4.499
H: -7.556 -1.593 4.534
H: -6.373 -1.076 6.000
H: -5.893 -2.443 4.786
H: -1.021 2.160 5.665
H: -4.137 3.450 4.828
C: -8.031 -3.444 -3.915
C: -6.887 -4.380 -3.581
C: -7.281 -5.826 -3.591
O: -6.388 -6.399 -2.653
C: -6.056 -5.403 -1.774
O: -5.477 -5.583 -0.718
O: -6.455 -4.184 -2.243
H: -7.657 -2.422 -4.043
H: -8.538 -3.742 -4.838
H: -8.764 -3.407 -3.102
H: -6.036 -4.193 -4.247
H: -7.150 -6.283 -4.577
H: -8.306 -6.004 -3.250
C: -2.862 -7.237 -7.350
C: -3.687 -6.204 -6.607
C: -4.876 -6.787 -5.905
O: -5.795 -5.710 -5.904
C: -5.487 -4.934 -6.989
O: -6.197 -4.044 -7.420
O: -4.278 -5.290 -7.516
H: -1.932 -6.787 -7.712
H: -2.605 -8.084 -6.707
H: -3.393 -7.608 -8.234
H: -3.052 -5.638 -5.915
H: -4.641 -7.096 -4.882
H: -5.328 -7.631 -6.436
C: -7.721 5.240 5.238
C: -8.459 3.939 5.483
C: -7.626 2.906 6.179
O: -8.176 1.690 5.705
C: -8.708 1.959 4.472
O: -9.075 1.108 3.682
O: -8.776 3.306 4.253
H: -8.415 6.003 4.868
H: -7.253 5.615 6.153
H: -6.951 5.120 4.467
H: -9.395 4.128 6.022
H: -7.714 2.970 7.268
H: -6.566 2.939 5.906
C: -10.170 -5.954 -8.876
C: -9.026 -6.891 -8.542
C: -9.420 -8.337 -8.551
O: -8.527 -8.909 -7.613
C: -8.195 -7.913 -6.734
O: -7.616 -8.094 -5.679
O: -8.594 -6.694 -7.204
H: -9.796 -4.933 -9.003
H: -10.676 -6.252 -9.799
H: -10.903 -5.917 -8.062
H: -8.174 -6.704 -9.207
H: -9.289 -8.793 -9.537
H: -10.445 -8.514 -8.211
C: 9.982 -1.127 -1.208
C: 8.687 -0.742 -1.897
C: 7.979 0.400 -1.234
O: 6.620 0.144 -1.541
C: 6.508 -1.209 -1.710
O: 5.450 -1.808 -1.775
O: 7.739 -1.794 -1.802
H: 10.528 -1.857 -1.815
H: 10.627 -0.257 -1.052
H: 9.790 -1.607 -0.243
H: 8.868 -0.539 -2.960
H: 8.290 1.369 -1.638
H: 8.094 0.416 -0.146
C: 13.483 4.092 -0.642
C: 13.901 2.641 -0.778
C: 13.697 2.092 -2.158
O: 13.474 0.715 -1.915
C: 12.945 0.623 -0.655
O: 12.436 -0.383 -0.196
O: 13.072 1.806 0.015
H: 13.792 4.482 0.334
H: 13.935 4.715 -1.420
H: 12.393 4.197 -0.688
H: 14.937 2.511 -0.445
H: 14.577 2.234 -2.792
H: 12.820 2.503 -2.669
C: -8.381 3.749 11.521
C: -7.256 4.580 10.938
C: -7.724 5.864 10.323
O: -6.756 6.098 9.316
C: -6.269 4.872 8.952
O: -5.577 4.671 7.970
O: -6.657 3.909 9.840
H: -7.972 2.905 12.086
H: -9.010 4.340 12.194
H: -9.008 3.319 10.732
H: -6.483 4.758 11.694
H: -7.737 6.687 11.044
H: -8.709 5.791 9.849
C: 9.340 -5.683 -3.119
C: 9.710 -4.651 -4.167
C: 10.455 -5.229 -5.332
O: 11.248 -4.139 -5.765
C: 11.458 -3.349 -4.667
O: 12.268 -2.442 -4.618
O: 10.634 -3.713 -3.640
H: 8.672 -5.239 -2.374
H: 8.834 -6.545 -3.565
H: 10.226 -6.030 -2.575
H: 8.817 -4.106 -4.495
H: 9.783 -5.559 -6.130
H: 11.118 -6.057 -5.061

Output
**Frontier orbital gap**: 7.15 eV
**SMILES**: CCCCc1cc2c(c(CCCCS(=O)(=O)Cl)c1CC=O)Nc1c(I)c(CCO)c([C@@H](F)CC)c(B(O)O)c1S2.C[C@@H]1COC(=O)O1.C[C@@H]1COC(=O)O1.C[C@@H]1COC(=O)O1.C[C@@H]1COC(=O)O1.C[C@@H]1COC(=O)O1.C[C@@H]1COC(=O)O1.C[C@@H]1COC(=O)O1.C[C@@H]1COC(=O)O1
**HOMO**: -8.12 eV
**Max |F|**: 0.1634 Eh/bohr

=====

# 2
Entry from OMol25: a structure of composition C5BF5N2PtS2 at a distorted geometry (ωB97M-V/def2-TZVPD).

Atoms and positions in Å:
Pt: -0.639 0.922 0.617
S: -1.264 -1.303 -0.387
C: 0.181 -1.724 -1.233
C: 0.122 -2.957 -2.019
N: 0.039 -3.932 -2.629
C: 1.329 -1.001 -1.239
S: 1.583 0.483 -0.392
C: 2.466 -1.479 -2.027
N: 3.381 -1.827 -2.637
F: -1.805 1.221 3.413
C: -0.576 0.981 2.777
F: 0.216 1.965 3.357
F: -0.141 -0.169 3.352
F: -2.690 2.913 0.136
B: -1.413 2.529 -0.124
F: -0.789 3.378 -0.966

Output
**Frontier orbital gap**: 5.92 eV
**Charge**: -2
**HOMO**: -0.57 eV
**Max |F|**: 0.0518 Eh/bohr
**Relative energy (zero: lowest compared OMol25 entry of this formula, charge and spin)**: 1.756 eV

=====

# 3
Entry from OMol25: a structure of composition C5Cl3GeNO7S3SbW at a distorted geometry (ωB97M-V/def2-TZVPD).

Atoms and positions in Å:
W: -0.190 0.214 0.562
S: 2.196 -1.874 -2.692
Sb: 1.624 -1.954 -0.538
S: -0.932 -1.922 -0.747
S: -1.591 -1.795 1.170
O: -1.842 2.098 -5.012
C: -1.521 1.800 -3.914
C: -0.078 1.463 -3.433
O: 0.924 1.530 -4.072
C: -0.285 1.016 -2.040
C: -1.597 1.049 -1.644
O: -1.866 0.564 -0.437
C: -2.483 1.610 -2.699
O: -3.637 1.892 -2.660
O: 0.597 0.549 -1.132
O: -1.324 0.727 1.969
N: -1.359 1.809 1.257
O: -0.143 2.036 0.768
Cl: 2.848 -1.376 3.681
Ge: 1.284 -0.652 2.458
Cl: 0.871 1.306 3.298
Cl: 2.462 0.559 0.749

Output
**Frontier orbital gap (alpha / beta)**: 4.83 / 4.83 eV
**Charge**: +1
**HOMO (alpha / beta)**: -12.61 / -12.61 eV
**Max |F|**: 0.1737 Eh/bohr
**Relative energy (zero: lowest compared OMol25 entry of this formula, charge and spin)**: 5.824 eV

=====

Which of these has the lowest max |F|? C5BF5N2PtS2

=====

The highest max |F| belongs to which entry? C5Cl3GeNO7S3SbW

=====

Look up the max |F| of the third one. 0.1737 Eh/bohr

=====

What is the max |F| in the second record? 0.0518 Eh/bohr